Density functional theory data (ωB97M-V with the def2-TZVPD basis set) for an isolated molecule of C4H9NO.

Properties
Frontier orbital gap ... 10.918 eV
M ... 87.12 g mol⁻¹
ΔE to the lowest compared entry with this formula, charge and spin ... 44.96 kcal/mol

Structure (XYZ):
```
15
C4H9NO (ωB97M-V with the def2-TZVPD basis set)
O -1.18 0.06 1.62
N 1.75 -0.03 0.76
C -0.68 0.44 0.34
C 1.76 0.03 -0.70
C 0.54 -0.40 0.03
C -1.81 0.19 -0.66
H 0.34 -1.47 -0.06
H -0.40 0.06 2.19
H 1.93 1.01 -1.15
H 2.24 -0.85 1.12
H -2.74 0.61 -0.27
H 2.23 -0.78 -1.26
H -0.38 1.50 0.37
H -1.94 -0.89 -0.78
H -1.61 0.64 -1.64
```



Density functional theory data (ωB97M-V with the def2-TZVPD basis set) for an isolated molecule of C4H9NO.

Properties
Frontier orbital gap ... 9.702 eV
M ... 87.12 g mol⁻¹
ΔE to the lowest compared entry with this formula, charge and spin ... 79.85 kcal/mol

Structure (XYZ):
```
15
C4H9NO (ωB97M-V with the def2-TZVPD basis set)
O 0.96 0.02 2.36
N -0.27 -0.97 -1.96
C 0.51 0.51 0.82
C -1.01 -0.20 -1.01
C 1.27 1.38 0.20
C -0.53 -0.46 0.68
H -1.02 0.86 -1.27
H -0.18 -1.50 0.71
H -2.05 -0.53 -0.99
H -1.41 -0.25 1.28
H 0.72 -0.73 -1.96
H -0.36 -1.97 -1.79
H 1.09 1.72 -0.81
H 0.23 0.22 2.98
H 2.06 1.89 0.76
```



Density functional theory data (ωB97M-V with the def2-TZVPD basis set) for a cluster of 2 separate species, C4H9NO in total.

Properties
Frontier orbital gap ... 9.818 eV
M ... 87.12 g mol⁻¹
ΔE to the lowest compared entry with this formula, charge and spin ... 60.93 kcal/mol

Structure (XYZ):
```
15
C4H9NO (ωB97M-V with the def2-TZVPD basis set)
O 0.81 0.77 1.49
N -0.87 1.86 2.29
C 1.56 -0.84 -1.24
C 0.30 -0.45 -1.45
C -0.93 -1.24 -1.12
C -0.44 1.18 1.23
H 2.41 -0.22 -1.51
H -1.80 2.25 2.28
H 0.12 0.54 -1.87
H -1.56 -0.65 -0.45
H -0.67 -2.19 -0.63
H 1.78 -1.83 -0.82
H -1.50 -1.47 -2.03
H 1.10 0.28 0.70
H -0.30 2.01 3.12
```



The evaluated strongest force on any atom for the records listed, in turn: 0.0108 0.1168 0.0124 Eh/bohr.